C7H21N4 | wB97M-V/def2-TZVPD

Summary:
Highest occupied orbital energy (eV): -12.022
Frontier orbital gap (eV): 9.76
Total energy (Eh): -497.99231
Relative energy (zero: lowest compared OMol25 entry of this formula, charge and spin) (eV): 2.851
F_max (Eh/bohr): 0.08504
Total charge: +1

Each line ends with the natural charge from an NBO analysis.
Atoms and positions in Å:
C: 5.12355 -0.27083 -0.22761  -0.7214
C: -1.87176 -0.82519 -2.09653  -0.4136
C: 0.20062 -1.90650 -2.03270  -0.4243
C: -3.00142 0.68537 2.29473  -0.4439
C: -1.97475 2.57669 1.24652  -0.4091
C: 3.65780 -0.31127 -0.27639  0.1964
C: -0.56581 -0.42610 -0.13967  0.3600
N: 0.42647 -0.56870 0.70713  -0.7559
N: -0.74922 -1.07334 -1.25468  -0.3424
N: -2.74357 1.32152 1.00017  -0.6648
N: 2.90254 -1.27677 0.06542  -0.6694
H: 5.57617 0.22506 -1.03740  0.2557
H: 5.51710 -1.24765 -0.48928  0.2451
H: 5.39544 0.23635 0.77949  0.2647
H: -1.99934 -1.80756 -2.69575  0.2241
H: -2.77994 -0.35441 -1.56343  0.2340
H: -1.69525 -0.14968 -2.88907  0.2091
H: 0.19906 -2.89072 -1.76592  0.2252
H: 0.07828 -1.83808 -3.03635  0.2216
H: 1.16836 -1.71021 -1.83926  0.2208
H: -3.59352 1.40614 2.76893  0.1843
H: -3.63901 -0.19576 2.33845  0.2118
H: -2.20814 0.47504 2.98878  0.1971
H: -0.93342 2.51886 1.14596  0.1799
H: -2.31047 3.21850 0.45412  0.2131
H: -2.17283 3.00409 2.15586  0.1930
H: 2.99668 0.55032 -0.56994  0.1684
H: 1.29366 -1.03577 0.20608  0.4337
H: 0.53259 0.09887 1.40965  0.4102
H: -1.39044 0.19957 0.15736  0.2554
H: -3.62654 1.26583 0.54875  0.3846
H: 3.60004 -1.86762 0.50158  0.3566